Density functional theory data (ωB97M-V with the def2-TZVPD basis set) for a 2-piece molecular cluster, C5H7N overall.

```
13
Properties=species:S:1:pos:R:3:mulliken_charge:R:1
C -0.741 -0.382 -1.979 -0.19
C -0.301 -0.589 1.359 -0.57
C 1.082 -0.286 0.951 -0.39
C -0.417 0.937 -1.310 0.08
C 0.101 0.754 0.794 -0.19
N 0.391 0.159 -2.232 -0.44
H -1.295 -1.381 -2.120 0.28
H -1.033 -1.198 0.853 0.16
H -0.434 -0.651 2.425 0.22
H 1.855 -0.195 1.743 0.22
H 1.556 -0.777 0.029 0.18
H -1.001 1.826 -1.631 0.30
H 0.239 1.784 1.120 0.33
```

## Properties
* LUMO: 1.11 eV
* relative energy (zero: lowest compared OMol25 entry of this formula, charge and spin): 137.43 kcal/mol
* HOMO level: -8.89 eV

---

Density functional theory data (ωB97M-V with the def2-TZVPD basis set) for C32H21AsF5O5STl as an isolated structure.

```
66
Properties=species:S:1:pos:R:3:mulliken_charge:R:1
Tl 11.425 12.096 13.885 0.87
O 8.947 12.139 17.794 -0.80
C 9.534 11.700 16.791 0.07
O 10.021 12.376 15.824 -0.68
C 9.692 10.132 16.743 0.19
C 8.962 9.543 15.549 -0.27
C 8.659 8.034 15.816 -0.29
C 10.054 7.434 15.721 -0.61
C 10.903 8.651 15.344 -0.09
O 9.988 9.413 14.553 -0.18
C 11.113 9.539 16.578 0.04
C 12.254 10.524 16.471 0.10
O 12.555 11.136 17.485 -0.76
O 12.807 10.625 15.294 -0.79
H 9.193 9.855 17.653 0.39
H 8.192 10.173 15.130 0.57
H 7.982 7.689 15.051 -0.44
H 8.155 7.854 16.749 0.60
H 10.190 6.673 14.927 0.28
H 10.374 7.066 16.706 0.33
H 11.843 8.492 14.818 0.64
H 11.374 8.952 17.466 0.28
F 14.850 11.460 7.194 -0.35
C 13.787 11.967 7.810 0.48
C 13.306 11.391 8.981 -0.07
F 13.928 10.280 9.452 -0.34
C 12.119 11.856 9.524 0.04
F 11.651 11.217 10.626 -0.33
C 11.404 12.947 9.021 0.21
S 10.026 13.588 9.754 -0.48
C 11.927 13.487 7.846 0.27
F 11.397 14.624 7.356 -0.34
C 13.105 13.055 7.254 0.16
F 13.637 13.628 6.174 -0.34
C 6.028 6.739 13.281 -0.44
C 7.021 6.053 12.636 -0.53
C 8.084 6.726 12.040 -0.05
C 8.143 8.104 12.077 0.55
C 7.103 8.789 12.716 -0.71
C 6.022 8.114 13.286 -0.58
As 9.703 9.185 11.490 0.51
C 9.394 9.183 9.565 0.54
C 8.494 9.992 8.856 -1.08
C 8.485 9.979 7.474 -0.81
C 9.305 9.057 6.806 -0.63
C 10.199 8.257 7.507 -0.90
C 10.201 8.347 8.880 0.45
C 11.080 7.514 9.758 0.72
C 12.002 6.571 9.335 -0.50
C 12.725 5.844 10.230 -0.77
C 12.661 6.111 11.585 -0.72
C 11.780 7.098 12.030 0.13
C 10.958 7.769 11.122 -0.13
H 5.159 6.218 13.685 0.34
H 7.000 4.928 12.660 0.26
H 8.858 6.146 11.510 0.37
H 7.115 9.846 12.781 0.41
H 5.226 8.660 13.775 0.37
H 7.921 10.674 9.398 0.55
H 7.831 10.670 6.937 0.39
H 9.282 8.990 5.737 0.40
H 10.790 7.524 6.979 0.36
H 12.043 6.316 8.275 0.30
H 13.460 5.122 9.846 0.30
H 13.235 5.506 12.315 0.36
H 11.755 7.395 13.058 0.19
```

## Properties
* LUMO: 4.14 eV
* relative energy (zero: lowest compared OMol25 entry of this formula, charge and spin): 1.21 kcal/mol
* charge: -2
* HOMO level: -1.87 eV

---

Q: Which of these has the lowest HOMO level?
A: C5H7N

---

Please write out number 2 again, unchanged.
Density functional theory data (ωB97M-V with the def2-TZVPD basis set) for C32H21AsF5O5STl as an isolated structure.

```
66
Properties=species:S:1:pos:R:3:mulliken_charge:R:1
Tl 11.425 12.096 13.885 0.87
O 8.947 12.139 17.794 -0.80
C 9.534 11.700 16.791 0.07
O 10.021 12.376 15.824 -0.68
C 9.692 10.132 16.743 0.19
C 8.962 9.543 15.549 -0.27
C 8.659 8.034 15.816 -0.29
C 10.054 7.434 15.721 -0.61
C 10.903 8.651 15.344 -0.09
O 9.988 9.413 14.553 -0.18
C 11.113 9.539 16.578 0.04
C 12.254 10.524 16.471 0.10
O 12.555 11.136 17.485 -0.76
O 12.807 10.625 15.294 -0.79
H 9.193 9.855 17.653 0.39
H 8.192 10.173 15.130 0.57
H 7.982 7.689 15.051 -0.44
H 8.155 7.854 16.749 0.60
H 10.190 6.673 14.927 0.28
H 10.374 7.066 16.706 0.33
H 11.843 8.492 14.818 0.64
H 11.374 8.952 17.466 0.28
F 14.850 11.460 7.194 -0.35
C 13.787 11.967 7.810 0.48
C 13.306 11.391 8.981 -0.07
F 13.928 10.280 9.452 -0.34
C 12.119 11.856 9.524 0.04
F 11.651 11.217 10.626 -0.33
C 11.404 12.947 9.021 0.21
S 10.026 13.588 9.754 -0.48
C 11.927 13.487 7.846 0.27
F 11.397 14.624 7.356 -0.34
C 13.105 13.055 7.254 0.16
F 13.637 13.628 6.174 -0.34
C 6.028 6.739 13.281 -0.44
C 7.021 6.053 12.636 -0.53
C 8.084 6.726 12.040 -0.05
C 8.143 8.104 12.077 0.55
C 7.103 8.789 12.716 -0.71
C 6.022 8.114 13.286 -0.58
As 9.703 9.185 11.490 0.51
C 9.394 9.183 9.565 0.54
C 8.494 9.992 8.856 -1.08
C 8.485 9.979 7.474 -0.81
C 9.305 9.057 6.806 -0.63
C 10.199 8.257 7.507 -0.90
C 10.201 8.347 8.880 0.45
C 11.080 7.514 9.758 0.72
C 12.002 6.571 9.335 -0.50
C 12.725 5.844 10.230 -0.77
C 12.661 6.111 11.585 -0.72
C 11.780 7.098 12.030 0.13
C 10.958 7.769 11.122 -0.13
H 5.159 6.218 13.685 0.34
H 7.000 4.928 12.660 0.26
H 8.858 6.146 11.510 0.37
H 7.115 9.846 12.781 0.41
H 5.226 8.660 13.775 0.37
H 7.921 10.674 9.398 0.55
H 7.831 10.670 6.937 0.39
H 9.282 8.990 5.737 0.40
H 10.790 7.524 6.979 0.36
H 12.043 6.316 8.275 0.30
H 13.460 5.122 9.846 0.30
H 13.235 5.506 12.315 0.36
H 11.755 7.395 13.058 0.19
```

## Properties
* LUMO: 4.14 eV
* relative energy (zero: lowest compared OMol25 entry of this formula, charge and spin): 1.21 kcal/mol
* charge: -2
* HOMO level: -1.87 eV